# 1
A 2-piece molecular cluster, C3H7N2O overall. Source: OMol25; level of theory: the ωB97M-V functional and the def2-TZVPD basis.

Geometry (Å):
C  3.2388  0.7534  -0.1951
C  -1.0528  0.5374  0.2590
C  -3.2975  -0.4820  0.0236
N  -2.0798  0.0888  0.2889
N  2.0908  0.4422  0.1702
O  1.8746  -0.8777  0.3017
H  4.0335  0.0694  -0.5350
H  3.3386  1.6937  -0.5964
H  0.0193  0.8129  0.3229
H  -4.1208  0.2625  0.2002
H  -3.2944  -1.4703  0.5361
H  -3.5160  -0.5502  -1.0637
H  2.7655  -1.2801  0.2876

Forces on atoms 1 to 6 (eV/Å):
1.06 -0.76 -1.40
2.55 0.49 0.66
-3.04 -0.44 -0.73
-0.01 0.41 -0.93
-1.23 0.48 -0.05
0.15 -1.44 0.79

Calculated values
HOMO level: -14.08 eV
Spin multiplicity: 1
Charge: +1
Kohn-Sham gap: 0.3676 hartree

***

# 2
A 29-piece molecular cluster, C9H70F5N2O29 overall. Source: OMol25; level of theory: the ωB97M-V functional and the def2-TZVPD basis.

Geometry (Å):
N  -0.0740  1.2262  -1.6433
C  0.7551  0.1670  -2.1956
O  1.9775  0.3202  -2.4397
C  0.0792  -1.2598  -2.4689
C  0.9172  -2.4497  -1.7658
C  0.5153  -2.5829  -0.2359
C  -1.0497  -2.6291  0.1582
N  -0.9164  -2.6639  1.6831
C  0.3267  -3.4713  2.0262
C  0.9922  -3.8425  0.6194
C  2.4866  -4.3308  0.5636
F  2.5524  -5.4811  1.3950
F  2.7833  -4.7993  -0.7216
C  3.5640  -3.3115  1.1414
F  4.0166  -3.7627  2.3967
F  4.6929  -3.3501  0.3104
F  3.1323  -1.9893  1.2137
H  0.5798  1.8769  -1.1799
H  -0.6977  0.7992  -0.9377
H  0.1232  -1.4389  -3.5867
H  -1.0104  -1.2462  -2.1656
H  0.7094  -3.3965  -2.3445
H  2.0078  -2.1113  -1.8361
H  0.8501  -1.6441  0.3189
H  -1.4610  -3.6800  -0.0282
H  -1.7133  -1.8012  -0.2361
H  -0.6811  -1.6677  1.8683
H  -1.7680  -2.8394  2.2332
H  1.1317  -2.8703  2.5713
H  -0.0740  -4.3815  2.6068
H  0.3769  -4.7556  0.3027
O  -3.3532  -1.7842  -2.0255
H  -4.1053  -2.2749  -1.6728
H  -3.6479  -1.5035  -2.9010
O  5.1152  -0.5313  2.8845
H  5.8360  -0.1922  2.3411
H  4.8305  -1.3275  2.4277
O  -3.2906  2.5281  -1.7172
H  -2.5229  2.0160  -1.4364
H  -3.0584  3.4387  -1.4912
O  -0.1553  4.0125  -2.7513
H  0.5726  4.3376  -3.3035
H  -0.4608  3.2225  -3.2105
O  4.0942  -0.6604  -0.7151
H  3.2895  -0.3221  -1.1347
H  4.7769  -0.5190  -1.3799
O  1.0266  -0.0825  -5.2336
H  1.4913  0.2344  -4.4452
H  1.7360  -0.3167  -5.8441
O  2.7849  -7.5816  -2.6083
H  2.8329  -6.6735  -2.2890
H  3.3402  -8.0746  -1.9906
O  -5.6434  2.5605  0.6052
H  -6.4380  2.9231  0.1941
H  -4.9577  2.6803  -0.0659
O  -0.8574  -6.5562  2.7930
H  -1.1491  -6.9855  3.6093
H  -0.2840  -7.2101  2.3812
O  7.2212  -1.3250  -0.1247
H  6.4761  -1.8290  0.2244
H  6.9293  -1.0532  -1.0019
O  -5.2586  5.2111  2.5719
H  -5.1028  4.6123  3.3173
H  -5.5455  4.6248  1.8581
O  6.6370  2.1690  1.0514
H  6.3901  2.1858  1.9837
H  6.8391  1.2413  0.8785
O  0.6984  5.4979  -5.1930
H  0.5411  6.4257  -4.9830
H  0.8517  5.4968  -6.1447
O  -4.1513  7.9243  4.1151
H  -3.4254  8.2441  3.5675
H  -4.4605  7.1333  3.6573
O  5.8894  4.2223  -1.5518
H  6.0542  3.6239  -0.8099
H  5.6055  3.6381  -2.2634
O  4.7435  -9.0012  -0.3931
H  4.4916  -9.4048  0.4476
H  5.7004  -8.8999  -0.3282
O  -7.0130  6.9146  0.7333
H  -6.9490  7.8235  1.0496
H  -6.4659  6.4131  1.3507
O  2.2690  -9.4008  1.2656
H  2.0090  -8.4727  1.2523
H  1.9450  -9.7460  0.4240
O  -9.6840  6.8430  -0.9402
H  -9.9394  6.4438  -0.1013
H  -8.7234  6.9273  -0.8757
O  0.3738  0.7990  -8.2837
H  1.2239  0.7536  -8.7361
H  0.5891  0.6301  -7.3581
O  -11.4522  8.9018  -2.3062
H  -10.7871  8.3570  -1.8617
H  -11.1906  9.8058  -2.1010
O  -6.0347  9.7220  5.7309
H  -6.3416  9.3106  6.5461
H  -5.4664  9.0514  5.3279
O  5.3157  -2.8185  4.9825
H  5.0506  -1.8906  4.9864
H  4.9968  -3.1387  4.1275
O  7.4198  -4.8447  -0.6168
H  8.0412  -4.2689  -1.0777
H  6.7737  -4.2363  -0.2401
O  -6.3642  3.5360  4.8460
H  -6.6140  3.5571  5.7771
H  -6.1700  2.6066  4.6773
O  -0.6749  -8.9372  4.0788
H  -0.9665  -9.3638  4.8934
H  -0.0995  -9.5927  3.6648
O  -2.7487  3.5400  3.0617
H  -2.9929  4.4736  3.0568
H  -3.0858  3.2078  2.2220
O  2.8436  4.7625  -3.0809
H  3.3171  5.0753  -2.2991
H  3.5441  4.5271  -3.6987

Forces on atoms 1 to 6 (eV/Å):
2.05 -2.49 0.35
0.71 -0.36 0.27
-3.12 0.00 0.54
0.20 0.34 0.08
-0.64 1.11 0.12
-0.62 0.20 0.38

Calculated values
HOMO level: -11.60 eV
Spin multiplicity: 1
Charge: +1
Kohn-Sham gap: 0.2889 hartree

***

# 3
One molecule with the formula C5H10O. Source: OMol25; level of theory: the ωB97M-V functional and the def2-TZVPD basis.

Geometry (Å):
C  1.8391  -0.1511  0.0347
C  0.4772  0.5267  0.2018
C  -0.4129  0.3682  -1.0584
C  -1.6560  -0.3753  -0.5376
O  -1.2307  -1.0521  0.6302
C  -0.3780  -0.1420  1.3021
H  2.3356  0.1623  -0.8915
H  2.5109  0.0876  0.8671
H  1.7242  -1.2413  -0.0061
H  0.6297  1.5875  0.4319
H  -0.6852  1.3319  -1.5067
H  0.1276  -0.2208  -1.8110
H  -2.0597  -1.1188  -1.2314
H  -2.4614  0.3421  -0.2954
H  -0.9771  0.6113  1.8473
H  0.2168  -0.7162  2.0229

Forces on atoms 1 to 6 (eV/Å):
0.07 -0.04 0.01
0.02 0.03 0.02
-0.04 0.01 -0.02
-0.09 0.10 -0.27
0.00 0.00 0.03
0.18 0.13 0.13

Calculated values
HOMO level: -9.74 eV
Spin multiplicity: 1
Kohn-Sham gap: 0.3990 hartree
SMILES string: C[C@H]1CCOC1

***

- Which of these has the highest Kohn-Sham gap?
  C5H10O